{
  "formula": "C3H3OP",
  "method": "wB97M-V/def2-TZVPD",
  "gap_ev": 9.4,
  "total_charge": 0,
  "symbols": ["C", "C", "C", "O", "P", "H", "H", "H"],
  "coordinates": [[-0.36, -0.26, -0.32], [0.10, -1.25, 0.41], [0.98, 1.29, 0.82], [1.04, -1.16, 1.37], [1.70, 0.23, 1.80], [-0.96, -0.02, -1.30], [-0.11, -2.36, 0.40], [1.18, 2.25, 0.52]]
}

{
  "formula": "C3H3OS2",
  "method": "wB97M-V/def2-TZVPD",
  "gap_ev": 7.3,
  "smiles": "CC(=O)C(=S)[S-]",
  "total_charge": -1,
  "symbols": ["C", "C", "O", "C", "S", "S", "H", "H", "H"],
  "coordinates": [[-0.49, -1.20, -0.15], [-1.40, -0.11, -0.74], [-1.19, 0.36, -1.84], [-2.83, 0.22, -0.06], [-3.66, 1.62, -0.19], [-3.31, -1.23, 0.69], [0.08, -0.60, 0.47], [0.21, -1.66, -0.87], [-1.05, -1.82, 0.51]]
}

{
  "formula": "C3H3P",
  "method": "wB97M-V/def2-TZVPD",
  "gap_ev": [7.0, 7.0],
  "total_charge": 0,
  "symbols": ["C", "C", "C", "P", "H", "H", "H"],
  "coordinates": [[1.01, -3.49, -2.36], [1.04, -2.25, -1.25], [-0.04, -0.20, 0.24], [0.84, -1.83, 0.33], [-0.01, -0.02, -0.84], [0.40, 0.51, 0.84], [-1.06, -0.07, 0.72]]
}

{
  "formula": "C3H3P",
  "method": "wB97M-V/def2-TZVPD",
  "s_squared": 2.017,
  "spin_multiplicity": 3,
  "gap_ev": [6.2, 6.8],
  "total_charge": 0,
  "symbols": ["C", "C", "C", "P", "H", "H", "H"],
  "coordinates": [[-0.60, 1.42, -1.50], [-1.13, 0.93, -0.56], [0.78, -1.35, 1.13], [-1.56, 0.47, 1.06], [-0.23, 1.75, -2.46], [1.17, -1.82, 1.97], [1.57, -1.41, 0.36]]
}

What did we get for energy above the lowest of the compared OMol25 structures with the same formula, charge and spin? Answer: 92.2, 14.4, 107.1, 74.2 kcal per mole, in the order shown.